{"formula": "C2H7N2O", "method": "the ωB97M-V functional and the def2-TZVPD basis", "multiplicity": 1, "total_energy_ev": -7212.2071, "homo_ev": -1.47, "lumo_energy_ha": 0.1445, "orbital_gap_ev": 5.4006, "relative_energy_kj_mol": 306.1, "max_force_ev_per_a": 2.97, "charge": -1, "elements": ["C", "C", "N", "N", "O", "H", "H", "H", "H", "H", "H", "H"], "xyz": [[-2.72, -0.04, 0.00], [-1.24, 0.21, -0.06], [-0.36, -0.57, 0.30], [3.47, 0.22, -0.19], [2.40, -0.69, 0.12], [-3.32, 0.82, 0.25], [-3.08, -0.45, -0.96], [-2.95, -0.81, 0.68], [-1.08, 1.28, -0.43], [0.59, -0.30, 0.28], [4.03, 0.64, 0.70], [4.27, -0.31, -0.69]]}